1.
C17H35F2O6PS2Si | ωB97M-V/def2-TZVPD

**E_tot**: -74746.1515 eV
**SMILES string**: C[Si](C)(CCC(F)(F)[PH4])c1ccccc1.CCOS(C)(=O)=O.CCOS(C)(=O)=O
**Max |F|**: 4.62 eV/Å
**E_LUMO**: 0.51 eV
**Kohn-Sham gap**: 9.07 eV

ORCA input file:
```
! RIJCOSX wB97M-V def2-TZVPD def2/J DEFGRID3
* xyz 0 1
C -0.105 -1.471 1.631
Si -0.373 0.057 0.492
C -0.784 -0.602 -1.256
C -1.719 1.282 1.182
C -3.061 0.542 1.670
C -4.174 0.436 0.515
F -3.775 0.996 -0.746
F -4.499 -0.976 0.394
P -5.803 1.379 1.009
C 1.255 1.120 0.435
C 1.100 2.502 -0.314
C 2.283 3.499 -0.414
C 3.629 3.064 0.243
C 3.793 1.689 0.989
C 2.594 0.684 1.093
H 0.047 -1.083 2.709
H -1.031 -2.144 1.625
H 0.833 -2.043 1.265
H -0.540 -1.730 -1.379
H -0.155 -0.071 -2.070
H -1.901 -0.513 -1.546
H -1.214 1.768 2.106
H -1.894 2.142 0.444
H -2.818 -0.457 2.180
H -3.510 1.210 2.506
H -5.669 1.008 2.387
H -6.530 0.491 0.117
H -5.228 2.551 0.399
H -7.027 2.138 1.267
H 0.099 2.809 -0.794
H 2.099 4.493 -0.937
H 4.498 3.796 0.203
H 4.799 1.403 1.475
H 2.663 -0.312 1.655
C 2.931 -4.657 5.769
C 3.446 -3.231 5.840
O 4.494 -2.998 4.897
S 4.104 -2.881 3.330
C 5.673 -2.311 2.739
O 3.135 -1.828 3.169
O 3.885 -4.203 2.806
H 2.451 -4.857 4.808
H 2.196 -4.844 6.554
H 3.754 -5.369 5.872
H 2.636 -2.510 5.699
H 3.867 -3.054 6.833
H 5.873 -1.322 3.152
H 5.615 -2.259 1.652
H 6.442 -3.023 3.035
C -2.984 -0.070 -4.428
C -2.477 1.358 -4.348
O -1.433 1.604 -5.293
S -1.827 1.730 -6.858
C -0.262 2.313 -7.446
O -2.802 2.777 -7.010
O -2.039 0.409 -7.391
H -3.465 -0.267 -5.388
H -3.717 -0.267 -3.643
H -2.156 -0.777 -4.331
H -3.292 2.076 -4.482
H -2.055 1.531 -3.355
H -0.066 3.299 -7.027
H -0.321 2.372 -8.533
H 0.512 1.603 -7.156
*
```

2.
C17H35F6O21S2V3 | ωB97M-V/def2-TZVPD

**E_tot**: -176231.1813 eV
**ΔE to the lowest compared entry with this formula, charge and spin**: 0.0 kJ/mol
**Max |F|**: 2.82 eV/Å
**E_LUMO**: -1.40 eV
**Kohn-Sham gap**: 7.65 eV

ORCA input file:
```
! RIJCOSX wB97M-V def2-TZVPD def2/J DEFGRID3
* xyz 0 1
O -2.259 -2.530 -3.877
V -2.051 -3.435 -2.581
O -3.427 -3.831 -1.937
O 2.250 -2.072 1.704
V 1.329 -3.304 1.334
O 0.877 -3.963 2.647
O -1.990 -1.546 3.632
V -3.337 -1.456 2.857
O -3.846 0.016 3.078
C -0.642 0.397 -0.163
F 0.578 0.393 0.349
F -1.383 1.289 0.447
F -0.609 0.613 -1.475
S -1.333 -1.315 0.089
O -0.276 -2.070 0.650
O -2.456 -1.124 1.010
O -1.787 -1.819 -1.175
S 0.606 -4.900 -0.927
O -0.512 -4.287 -1.753
O 1.126 -6.035 -1.600
O 1.655 -3.835 -0.678
O 0.131 -5.173 0.446
C -5.181 -2.173 0.092
O -5.120 -1.980 1.503
C -6.197 -2.579 2.183
C -6.190 -2.187 3.654
O -4.867 -2.175 4.206
C -4.798 -2.170 5.631
H -4.332 -1.679 -0.365
H -6.088 -1.706 -0.303
H -5.149 -3.228 -0.184
H -6.220 -3.666 2.037
H -7.162 -2.201 1.818
H -6.822 -2.841 4.251
H -6.554 -1.152 3.702
H -5.380 -1.354 6.058
H -3.748 -2.074 5.889
H -5.162 -3.126 6.016
C 3.934 -0.286 -0.397
O 3.596 -1.473 -1.086
C 3.567 -1.335 -2.490
C 4.956 -1.269 -3.111
O 5.591 -2.494 -2.952
C 6.745 -2.625 -3.750
H 4.644 -0.534 0.395
H 3.042 0.106 0.102
H 4.369 0.480 -1.043
H 3.026 -0.418 -2.760
H 3.096 -2.250 -2.842
H 5.527 -0.402 -2.747
H 4.805 -1.082 -4.195
H 6.531 -2.303 -4.779
H 7.044 -3.667 -3.721
H 7.573 -2.004 -3.378
C 2.553 3.709 -3.210
O 1.815 3.939 -2.014
C 0.436 3.757 -2.168
C -0.251 4.884 -2.920
O -0.425 4.509 -4.281
C -1.197 5.457 -5.015
H 1.923 3.820 -4.087
H 3.039 2.733 -3.129
H 3.354 4.452 -3.252
H -0.009 3.749 -1.164
H 0.175 2.786 -2.605
H 0.461 5.724 -2.910
H -1.192 5.207 -2.465
H -1.170 5.134 -6.051
H -0.862 6.489 -4.866
H -2.249 5.436 -4.682
C 3.638 1.567 3.052
C 2.726 2.726 2.677
O 1.455 2.492 3.377
C 0.523 3.363 3.207
O 0.598 4.407 2.635
C -0.791 2.877 3.877
F -0.718 1.608 4.226
F -0.995 3.617 4.988
F -1.839 3.047 3.064
H 3.104 0.627 2.891
H 3.877 1.633 4.113
H 4.558 1.580 2.476
H 2.594 2.868 1.612
H 3.148 3.638 3.116
*
```

3.
C17H36AsBF10LiN3O2P | ωB97M-V/def2-TZVPD

**E_tot**: -124974.1757 eV
**Max |F|**: 0.97 eV/Å
**E_LUMO (spin up / spin down)**: 4.11 / 4.11 eV
**Kohn-Sham gap (spin up / spin down)**: 5.98 / 5.21 eV

ORCA input file:
```
! RIJCOSX wB97M-V def2-TZVPD def2/J DEFGRID3
* xyz -2 2
Li -0.067 0.147 -0.038
F -1.305 0.126 1.761
As -2.341 0.082 3.162
F -1.680 1.584 3.720
F -1.151 -0.803 4.052
F -3.407 0.058 4.553
F -3.070 -1.390 2.598
F -3.578 0.972 2.277
C 5.499 -0.459 -1.718
C 4.292 0.334 -1.201
C 3.938 1.427 -2.218
P 2.740 -0.578 -0.702
C 2.462 -2.000 -1.867
C 2.233 -1.459 -3.277
C 3.448 -3.175 -1.929
C 3.130 -1.164 1.011
C 3.083 0.011 1.987
C 4.447 -1.929 1.215
H 6.372 0.199 -1.811
H 5.296 -0.853 -2.717
H 5.772 -1.290 -1.069
H 4.585 0.853 -0.283
H 3.628 1.000 -3.174
H 4.806 2.072 -2.406
H 3.122 2.044 -1.839
H 1.531 -2.421 -1.485
H 3.167 -1.097 -3.716
H 1.505 -0.648 -3.285
H 1.863 -2.267 -3.918
H 4.417 -2.884 -2.340
H 3.039 -3.963 -2.571
H 3.597 -3.613 -0.944
H 2.313 -1.852 1.242
H 3.898 0.718 1.799
H 3.202 -0.378 3.004
H 2.136 0.559 1.913
H 5.306 -1.266 1.072
H 4.551 -2.786 0.551
H 4.497 -2.304 2.243
O 0.888 1.593 0.716
C -5.261 2.193 -0.605
C -3.782 2.350 -0.701
C -2.977 3.418 -1.036
C -1.646 2.945 -0.894
N -1.648 1.683 -0.517
N -2.939 1.341 -0.415
C -0.374 3.695 -1.119
H -5.754 3.129 -0.867
H -5.552 1.922 0.412
H -5.629 1.416 -1.280
H -3.297 4.408 -1.320
H -3.164 0.418 -0.081
H -0.599 4.720 -1.427
H 0.229 3.216 -1.892
H 0.227 3.680 -0.209
F -0.141 -1.906 0.244
B -0.091 -3.330 0.343
F -1.047 -3.807 1.222
F 1.204 -3.717 0.740
F -0.330 -3.864 -0.963
C -2.071 -2.444 -3.245
N -2.235 -1.028 -3.509
C -3.117 -0.638 -4.576
C -1.443 -0.117 -2.889
O -0.601 -0.370 -2.056
H -3.048 -2.902 -3.075
H -1.451 -2.588 -2.365
H -1.595 -2.942 -4.097
H -4.119 -1.042 -4.412
H -2.759 -1.004 -5.546
H -3.183 0.450 -4.619
H -1.656 0.920 -3.209
*
```

4.
C17H36FN2O6S | ωB97M-V/def2-TZVPD

**E_tot**: -47027.3864 eV
**Max |F|**: 0.80 eV/Å
**E_LUMO (spin up / spin down)**: 0.71 / 0.62 eV
**Kohn-Sham gap (spin up / spin down)**: 8.81 / 9.89 eV

ORCA input file:
```
! RIJCOSX wB97M-V def2-TZVPD def2/J DEFGRID3
* xyz 0 2
C 3.558 0.674 0.993
C 2.490 1.035 -0.027
O 1.458 0.064 0.023
C 0.582 0.094 -1.081
C 1.196 -0.523 -2.334
O 0.147 -0.792 -3.248
C 0.210 -2.047 -3.892
C 1.422 -2.244 -4.781
O 1.277 -1.542 -6.008
C 2.007 -0.346 -6.098
N 1.183 0.568 -6.898
C -0.099 0.869 -6.218
S 1.902 1.978 -7.353
O 2.087 2.864 -6.256
O 1.337 2.436 -8.565
F 3.322 1.416 -7.706
H 3.600 -0.412 1.085
H 3.332 1.094 1.971
H 4.540 1.019 0.668
H 2.065 2.022 0.201
H 2.927 1.094 -1.030
H -0.296 -0.492 -0.810
H 0.239 1.117 -1.283
H 1.910 0.165 -2.802
H 1.741 -1.428 -2.043
H -0.669 -2.095 -4.538
H 0.131 -2.868 -3.167
H 1.506 -3.306 -5.024
H 2.350 -1.954 -4.278
H 2.169 0.067 -5.093
H 2.952 -0.517 -6.605
H 0.047 0.991 -5.143
H -0.524 1.787 -6.621
H -0.785 0.051 -6.417
C 0.205 -0.259 4.955
C -0.611 0.586 3.968
C -1.412 1.662 4.705
C -2.583 1.090 5.503
C -3.498 0.259 4.606
C -2.764 -0.842 3.834
N -1.563 -0.245 3.159
O -1.851 0.295 2.037
C -2.383 -2.004 4.762
C -3.672 -1.418 2.753
C 0.388 1.220 3.010
H 0.992 0.368 5.375
H -0.367 -0.644 5.792
H 0.677 -1.098 4.443
H -1.799 2.375 3.970
H -0.732 2.214 5.359
H -2.219 0.489 6.341
H -3.156 1.908 5.944
H -4.292 -0.207 5.196
H -3.985 0.923 3.886
H -1.674 -2.672 4.271
H -3.281 -2.576 4.995
H -1.960 -1.690 5.711
H -4.053 -0.647 2.090
H -4.519 -1.908 3.237
H -3.141 -2.156 2.151
H 0.905 0.456 2.430
H 1.126 1.783 3.585
H -0.092 1.900 2.311
*
```